The following is a quantum chemistry calculation of C34H86CrN7O13 as an isolated structure, from the Open Molecules 2025 dataset.

Highest occupied orbital energy (alpha / beta) ... -8.87 / -8.99 eV
Lowest unoccupied orbital energy (alpha / beta) ... -0.330 / 0.367 eV
⟨S²⟩ ... 3.780
Relative energy (zero: lowest compared OMol25 entry of this formula, charge and spin) ... 18.2 kcal/mol
Orbital gap (alpha / beta) ... 8.543 / 9.360 eV
Spin multiplicity ... 4

Geometry as XYZ:
```
141
Properties=species:S:1:pos:R:3:forces:R:3:lowdin_charge:R:1
Cr 2.543827 0.559084 -3.655390 -1.628 1.653 1.641 1.116
C 0.047383 0.119310 -6.894341 -0.435 0.066 0.142 0.021
C 0.903292 0.144400 -5.656451 1.933 0.068 0.066 -0.665
O 0.706448 0.930717 -4.695880 -0.758 1.123 1.235 -0.059
O 1.957724 -0.531743 -5.531900 0.229 -1.021 -1.012 -0.049
H -0.531678 1.030043 -7.044526 0.047 0.085 0.485 0.082
H -0.666813 -0.696407 -6.769611 0.068 -0.106 -0.254 0.089
H 0.624428 -0.001995 -7.807759 0.238 -0.428 0.223 0.085
C 6.109013 -0.704217 -2.179136 0.338 -0.513 -0.163 0.021
C 4.821691 -0.207269 -2.749571 -1.316 0.330 -0.719 -0.653
O 4.362336 0.958506 -2.556749 0.211 0.734 0.698 -0.076
O 4.092620 -0.902775 -3.501575 0.646 -1.550 -0.421 -0.053
H 6.276426 -1.723172 -2.524743 -0.072 0.028 -0.039 0.086
H 6.131337 -0.725911 -1.091145 -0.239 0.277 0.017 0.089
H 6.947716 -0.100973 -2.526330 -0.111 0.184 0.046 0.089
C 0.680867 1.025307 -0.088539 0.459 0.000 -0.645 0.043
C 1.393803 0.882087 -1.396591 -0.385 0.094 -2.563 -0.617
O 1.609400 -0.229468 -1.972067 0.233 -1.172 0.553 -0.062
O 1.691755 1.874445 -2.123677 0.638 0.664 -0.079 -0.041
H 1.476967 1.057608 0.657203 -0.343 -0.107 0.396 0.083
H -0.000213 0.183657 0.012178 0.175 -0.092 0.368 0.075
H 0.116781 1.955566 -0.110511 0.110 0.061 0.153 0.084
C 3.698020 4.142701 -3.717416 -0.800 0.379 -0.276 -0.040
C 2.813425 3.446005 -4.764719 1.064 -0.500 1.303 -0.337
C 2.825591 4.165509 -6.121658 -0.301 0.457 1.602 -0.207
O 2.343810 3.276979 -7.088773 -0.158 0.351 -0.352 -0.177
C 2.435129 3.827507 -8.378785 0.270 -0.054 -1.345 -0.100
N 3.341493 2.020027 -4.888150 -0.481 1.581 -1.621 0.023
H 4.743948 4.095037 -4.023911 0.034 0.185 0.000 0.087
H 3.602152 3.699249 -2.728294 -0.076 -0.286 -0.127 0.074
H 3.368733 5.181047 -3.615969 0.287 0.063 -0.072 0.087
H 1.785055 3.387024 -4.408251 0.018 -0.152 -0.078 0.136
H 3.779161 4.647085 -6.369783 0.321 -0.593 -0.174 0.135
H 2.169199 5.022761 -5.907649 -0.310 -0.042 -0.641 0.138
H 3.456878 3.790928 -8.776691 0.179 0.257 0.413 0.094
H 2.060979 4.850896 -8.452579 0.025 0.068 0.333 0.093
H 1.885276 3.258135 -9.131309 -0.358 -0.324 0.572 0.090
H 4.352977 2.132932 -4.849271 0.014 -0.455 0.239 0.113
H 3.127286 1.946405 -5.892081 0.139 -1.308 0.204 0.099
C -5.809956 -2.826631 0.068629 -0.505 0.054 -0.262 -0.062
C -5.639885 -1.311990 0.068051 -0.254 -0.009 -1.026 -0.418
C -4.422609 -0.878268 -0.757370 0.101 -0.027 0.584 -0.239
O -4.240375 0.506249 -0.531996 0.056 0.418 0.339 -0.200
C -3.265773 1.082957 -1.377145 0.020 -0.515 -0.380 -0.082
N -6.855282 -0.668108 -0.522828 1.011 0.058 -0.423 0.039
H -6.182334 -3.182410 -0.897267 0.404 0.067 -0.182 0.079
H -6.606584 -3.139034 0.744902 0.212 0.148 0.315 0.078
H -4.878219 -3.334711 0.314721 -0.046 -0.084 0.042 0.069
H -5.483031 -0.979400 1.094343 -0.168 0.248 -0.045 0.121
H -4.553401 -1.037500 -1.836480 -0.256 -0.272 -0.002 0.126
H -3.541751 -1.458853 -0.449390 0.124 0.203 0.048 0.104
H -3.654221 1.173436 -2.399741 0.076 -0.121 -0.041 0.095
H -2.389594 0.424693 -1.391010 0.183 0.235 -0.133 0.075
H -2.974690 2.082161 -1.058123 -0.156 -0.083 0.410 0.077
H -6.563747 0.294264 -0.715915 -0.286 0.165 0.673 0.062
H -6.804793 -0.991607 -1.495425 -0.599 -0.408 0.196 0.066
C -3.148852 -5.746918 -4.487513 0.769 0.139 0.235 -0.061
C -2.935661 -5.595063 -2.976146 -0.202 -1.239 -1.192 -0.443
C -2.825745 -4.182781 -2.476331 1.141 0.267 0.880 -0.197
O -1.484986 -3.709461 -2.657556 -0.192 -0.162 -0.219 -0.170
C -1.312489 -2.466974 -2.025007 0.146 0.674 -0.219 -0.115
N -4.036513 -6.295043 -2.305505 -0.016 1.087 0.653 0.030
H -2.298778 -5.332769 -5.034930 -0.106 0.225 0.049 0.079
H -4.069423 -5.276313 -4.827186 -0.094 -0.110 0.023 0.078
H -3.124350 -6.813182 -4.719730 -0.360 -0.003 -0.106 0.072
H -1.983057 -6.096863 -2.761870 0.137 0.276 0.105 0.138
H -2.955324 -4.209072 -1.385754 -0.574 0.095 0.022 0.117
H -3.504469 -3.456270 -2.928771 -0.343 -0.218 -0.040 0.129
H -2.226813 -1.875359 -2.094820 -0.037 0.085 -0.056 0.050
H -0.520925 -1.894072 -2.505335 0.112 -0.194 -0.240 0.083
H -1.027065 -2.506828 -0.967390 -0.169 -0.499 0.150 0.086
H -3.821687 -6.299679 -1.313825 -0.324 -0.337 -0.011 0.067
H -4.197389 -7.235176 -2.628896 0.252 -0.094 -0.112 0.065
C -1.239333 3.135257 2.526879 -0.546 -0.363 0.067 -0.072
C -0.717729 4.419673 1.930199 0.127 0.652 0.151 -0.439
C -1.794808 5.308684 1.287451 0.671 -0.284 0.004 -0.215
O -2.248572 4.640213 0.133391 -0.003 0.267 -0.115 -0.200
C -3.372755 5.237672 -0.471511 -0.268 -0.916 -0.513 -0.111
N -0.004974 5.133495 2.994107 -0.154 -0.203 0.116 0.039
H -1.736807 3.307862 3.486057 0.057 0.150 0.012 0.085
H -0.421500 2.440289 2.716633 0.051 0.007 -0.013 0.056
H -1.979576 2.639695 1.894043 0.141 0.054 -0.163 0.073
H -0.006128 4.164899 1.139582 0.031 0.123 -0.030 0.131
H -1.320110 6.266221 1.033254 -0.017 0.018 -0.201 0.122
H -2.590979 5.564475 2.000453 -0.213 -0.352 -0.030 0.130
H -3.233874 6.284313 -0.755242 -0.047 0.159 0.571 0.089
H -4.248264 5.008186 0.145438 -0.122 0.708 0.029 0.094
H -3.554885 4.724785 -1.421571 0.194 -0.124 0.105 0.082
H 0.521549 5.941009 2.688185 -0.099 -0.005 -0.210 0.070
H -0.695768 5.445970 3.669312 0.210 0.062 0.132 0.072
C 1.831827 -4.773747 5.089023 0.148 0.539 -0.388 -0.060
C 1.439866 -5.086227 3.645534 0.040 -0.935 -0.008 -0.422
C 1.531625 -3.922248 2.674614 -0.338 1.054 1.191 -0.202
O 0.710632 -2.862080 3.172545 0.019 -0.040 -0.258 -0.195
C 0.817424 -1.705776 2.382327 0.151 0.563 0.059 -0.119
N 2.312862 -6.191470 3.148501 -0.206 0.715 -0.672 0.029
H 2.917820 -4.772716 5.206081 0.018 0.040 -0.045 0.074
H 1.424739 -5.518415 5.768731 -0.010 -0.042 -0.032 0.075
H 1.449862 -3.785705 5.352011 -0.035 -0.089 0.177 0.065
H 0.401628 -5.424805 3.694967 0.028 -0.104 -0.318 0.139
H 1.202705 -4.173732 1.662890 0.181 -0.240 -0.062 0.130
H 2.563170 -3.539720 2.681587 0.134 -0.203 -0.372 0.126
H 1.840007 -1.306922 2.348071 0.211 -0.294 -0.059 0.080
H 0.229393 -0.904004 2.830680 -0.326 -0.235 0.074 0.077
H 0.485662 -1.856259 1.350835 -0.083 -0.159 -0.043 0.079
H 1.914961 -6.565476 2.285366 -0.281 -0.180 0.296 0.067
H 3.108583 -5.683802 2.751544 0.341 -0.375 0.419 0.064
C 5.325704 2.135576 3.072306 0.619 0.510 0.464 -0.063
C 3.923911 1.616910 2.892246 -0.663 0.782 -1.451 -0.441
C 3.420701 0.705403 3.991089 -0.293 0.207 -0.229 -0.222
O 4.105607 -0.521610 3.921787 -0.077 0.363 0.532 -0.174
C 3.626544 -1.457136 4.863016 0.388 -1.489 -0.969 -0.105
N 3.007749 2.765333 2.794924 -0.464 0.479 0.887 0.033
H 6.053228 1.410449 3.436941 -0.248 -0.284 -0.094 0.078
H 5.306952 2.949955 3.804460 -0.042 -0.055 0.030 0.082
H 5.735902 2.560363 2.153992 -0.156 -0.062 -0.090 0.076
H 3.837432 1.162842 1.895305 0.416 -1.000 0.398 0.129
H 2.334318 0.580862 3.863509 -0.025 -0.288 -0.151 0.110
H 3.508750 1.184406 4.974285 0.373 0.034 0.025 0.134
H 4.302312 -2.316051 4.794785 0.255 0.206 0.227 0.090
H 2.695710 -1.909148 4.499252 -0.434 0.529 0.473 0.060
H 3.596459 -1.146013 5.908057 -0.171 0.428 -0.108 0.096
H 3.249473 3.478219 2.121154 0.451 -0.175 -0.029 0.072
H 2.054172 2.501290 2.582749 0.001 -0.174 0.100 0.036
C -2.785505 -0.805717 6.759698 -0.194 -0.593 -0.199 -0.063
C -1.632376 -0.273039 5.949867 0.994 0.074 -0.280 -0.442
C -2.036225 0.235293 4.570656 -0.448 -0.619 1.039 -0.227
O -2.446579 -0.842318 3.741955 0.411 0.826 -0.172 -0.164
C -2.986197 -0.271640 2.563526 -0.784 -0.664 0.031 -0.105
N -0.997704 0.835480 6.686582 -0.090 0.502 -0.329 0.033
H -3.522618 -0.021173 6.934482 0.177 0.124 0.213 0.082
H -2.407606 -1.211807 7.698805 -0.194 0.153 0.136 0.076
H -3.315665 -1.612475 6.247761 0.194 -0.035 -0.097 0.079
H -0.842624 -1.014783 5.760678 -0.474 -0.473 0.047 0.137
H -1.179434 0.780825 4.164276 -0.124 0.096 -0.375 0.098
H -2.909377 0.882452 4.710663 0.205 0.467 -0.139 0.128
H -3.756742 0.458486 2.833773 0.135 0.244 -0.140 0.096
H -3.519405 -1.058979 2.031436 0.299 -0.105 -0.107 0.073
H -2.243077 0.187040 1.904736 0.114 0.017 0.110 0.079
H -0.462423 1.400109 6.031574 0.010 0.037 0.156 0.057
H -0.324001 0.490580 7.358751 -0.129 -0.103 0.074 0.069
```
Positions in Å, forces in eV/Å.